{
  "formula": "C30H55F9NO6S",
  "method": "ωB97M-V with the def2-TZVPD basis set",
  "homo_lumo_gap_ha": 0.298,
  "e_homo_ha": -0.422,
  "largest_force_ev_per_a": 3.4,
  "lumo_energy_ev": -3.376,
  "total_charge": 1,
  "total_energy_ha": -2978.68280,
  "elements": ["C", "C", "C", "C", "C", "C", "C", "C", "C", "C", "C", "C", "C", "C", "C", "C", "S", "C", "N", "C", "H", "H", "H", "H", "H", "H", "H", "H", "H", "H", "H", "H", "H", "H", "H", "H", "H", "H", "H", "H", "H", "H", "H", "H", "H", "H", "H", "H", "H", "H", "H", "H", "H", "H", "H", "H", "H", "H", "H", "H", "C", "C", "O", "C", "O", "C", "F", "F", "F", "H", "H", "H", "H", "H", "C", "C", "O", "C", "O", "C", "F", "F", "F", "H", "H", "H", "H", "H", "C", "C", "O", "C", "O", "C", "F", "F", "F", "H", "H", "H", "H", "H"],
  "positions_angstrom": [[10.7045, 2.5835, -0.2999], [9.3197, 3.1275, -1.0166], [8.2264, 1.9511, -1.3535], [7.8164, 1.9994, -2.9721], [7.5475, 0.4694, -3.5569], [5.9495, 0.1913, -3.9007], [5.1067, -0.1643, -2.5014], [3.9672, -1.3104, -2.7903], [2.7777, -1.3809, -1.6355], [1.7169, -0.1167, -1.7266], [0.2046, -0.6628, -2.1855], [-0.7030, -1.1359, -0.8627], [-2.3355, -0.8884, -1.1127], [-3.1141, -0.2815, 0.1949], [-3.3975, 1.3316, 0.1560], [-3.9718, 1.9071, -1.2672], [-2.5872, 2.5806, -2.3977], [-3.0668, 4.2316, -3.1471], [-1.9212, 4.6108, -4.1063], [-1.9487, 3.6872, -5.3362], [10.4155, 1.6649, 0.3762], [11.1437, 3.4026, 0.4286], [11.4811, 2.2582, -1.1205], [8.7905, 3.9142, -0.2925], [9.6356, 3.7151, -1.9998], [7.2290, 2.1268, -0.7665], [8.6908, 0.9028, -1.0919], [6.8322, 2.6586, -3.0999], [8.7236, 2.5004, -3.5635], [8.2560, 0.2958, -4.4951], [7.8886, -0.3369, -2.7463], [5.8949, -0.7782, -4.5805], [5.5138, 1.1556, -4.4476], [5.9220, -0.6550, -1.7841], [4.6734, 0.8440, -2.0910], [3.5417, -1.2199, -3.8859], [4.5087, -2.3707, -2.7467], [2.2196, -2.4330, -1.7041], [3.2958, -1.3912, -0.5601], [1.5956, 0.4569, -0.7086], [2.0667, 0.6897, -2.5267], [-0.4056, 0.1435, -2.7859], [0.4314, -1.6025, -2.8859], [-0.5205, -2.3135, -0.7905], [-0.3290, -0.6629, 0.1408], [-2.5153, -0.3138, -2.1159], [-2.7787, -1.9837, -1.2831], [-4.1057, -0.8706, 0.4293], [-2.3998, -0.4728, 1.1281], [-2.4899, 2.0043, 0.4823], [-4.2511, 1.5374, 0.9650], [-4.6636, 1.1219, -1.8334], [-4.6524, 2.8389, -1.0268], [-2.5628, 1.6681, -3.4905], [-3.0938, 5.1025, -2.3327], [-4.0495, 4.2155, -3.7850], [-2.1512, 5.5905, -4.4417], [-1.3203, 4.1594, -6.2303], [-3.0448, 3.5269, -5.7254], [-1.4588, 2.6423, -5.1036], [1.2923, -3.5668, 5.2352], [2.6090, -2.9990, 4.7359], [3.0610, -3.7122, 3.5740], [2.4656, -3.3693, 2.3888], [1.5902, -2.5145, 2.2840], [3.0695, -4.1649, 1.2328], [3.1843, -5.4953, 1.5122], [4.3245, -3.7343, 0.9143], [2.3367, -4.0818, 0.0869], [1.3819, -4.6430, 5.4148], [0.9853, -3.0754, 6.1627], [0.4975, -3.4339, 4.4952], [3.3763, -3.1259, 5.5066], [2.5351, -1.9247, 4.5289], [-4.0129, -7.5275, 7.1729], [-4.1856, -7.1311, 5.7174], [-3.9455, -5.7259, 5.5423], [-2.6314, -5.3426, 5.4890], [-1.6863, -6.1206, 5.5875], [-2.5186, -3.8374, 5.2530], [-3.3479, -3.1142, 6.0594], [-2.8398, -3.4937, 3.9722], [-1.2633, -3.3549, 5.4728], [-4.6496, -6.9120, 7.8165], [-4.2690, -8.5803, 7.3208], [-2.9821, -7.3733, 7.5059], [-5.2191, -7.3191, 5.4087], [-3.5397, -7.7216, 5.0567], [-6.4257, 4.8292, 0.2040], [-7.1706, 4.8325, -1.1190], [-8.4896, 4.2867, -0.9600], [-9.4297, 5.1308, -0.4305], [-9.1983, 6.2887, -0.0930], [-10.7923, 4.4435, -0.3609], [-10.7210, 3.1838, 0.1580], [-11.3653, 4.3149, -1.5925], [-11.6922, 5.1182, 0.4086], [-6.4117, 3.8225, 0.6341], [-5.3964, 5.1734, 0.0701], [-6.9144, 5.4797, 0.9356], [-6.6447, 4.1925, -1.8349], [-7.2151, 5.8367, -1.5570]]
}